(1)
Formula: C36H36Cl8CuF12N6O16S4
Source: the Open Molecules 2025 dataset
Level of theory: ωB97M-V/def2-TZVPD

## Properties
- Energy above the lowest of the compared OMol25 structures with the same formula, charge and spin: 0.0 kcal/mol
- Gap between HOMO and LUMO (spin up / spin down): 8.1 / 6.1 eV
- Lowest unoccupied orbital energy (spin up / spin down): -0.064 / -0.138 Ha
- Multiplicity: 2

Geometry (Å):
Cu (-2.17728, 0.78254, -0.27909)
C (-3.86914, -1.32762, -3.31373)
F (-4.53774, -2.33388, -3.81092)
F (-2.72436, -1.17340, -3.97133)
F (-4.58474, -0.20874, -3.39893)
S (-3.33900, -1.67424, -1.48547)
O (-3.78753, -2.94980, -1.05726)
O (-1.91023, -1.46593, -1.52819)
N (-3.88261, -0.32771, -0.61061)
S (-5.49261, -0.27302, -0.54650)
O (-5.88814, 1.09987, -0.45608)
O (-6.17817, -1.13260, -1.45635)
C (-5.81965, -1.03511, 1.13399)
F (-5.04023, -0.47566, 2.04508)
F (-7.09067, -0.82204, 1.47078)
F (-5.64966, -2.33885, 1.07670)
C (0.05900, -2.68239, 0.87003)
F (0.64544, -3.31602, 1.85415)
F (0.97353, -2.43364, -0.05621)
F (-0.89567, -3.38436, 0.31836)
S (-0.65754, -1.06028, 1.54819)
O (-2.08003, -1.25829, 1.52903)
O (-0.06177, -0.79686, 2.81186)
N (-0.38286, 0.12569, 0.38897)
S (1.12144, 0.66486, 0.61698)
O (1.16617, 2.01335, 1.10110)
O (2.06600, -0.24159, 1.18211)
C (1.66861, 0.77070, -1.17677)
F (1.31703, -0.32520, -1.84815)
F (1.12063, 1.81730, -1.80994)
F (2.98891, 0.90147, -1.21095)
Cl (-0.60868, -8.18656, -2.70713)
C (0.43178, -7.52351, -1.40783)
C (-0.36272, -6.91613, -0.28284)
Cl (-1.28040, -8.22897, 0.56054)
H (1.16088, -6.86502, -1.85562)
H (0.90150, -8.42177, -1.01853)
H (-1.10898, -6.17438, -0.54044)
H (0.30995, -6.54586, 0.48817)
Cl (2.74366, 3.05905, 5.28211)
C (1.50573, 1.84245, 4.88327)
C (1.89853, 0.44830, 5.30110)
Cl (3.36521, -0.08207, 4.45462)
H (1.39050, 1.86382, 3.80266)
H (0.58148, 2.13683, 5.37401)
H (1.09356, -0.22690, 4.99867)
H (1.99976, 0.22093, 6.36008)
Cl (2.21778, -2.11414, -4.30841)
C (1.16001, -3.54925, -4.31257)
C (0.36871, -3.60971, -3.02032)
Cl (-0.87159, -4.87946, -3.16015)
H (1.72352, -4.44558, -4.55849)
H (0.44444, -3.41799, -5.12413)
H (-0.17048, -2.66351, -2.95977)
H (0.94523, -3.70561, -2.10748)
Cl (5.37030, 4.85941, 0.20570)
C (4.42373, 3.69109, 1.15475)
C (4.73457, 2.25260, 0.81767)
Cl (6.35515, 1.79645, 1.40130)
H (3.36289, 3.86597, 0.97448)
H (4.63693, 3.87151, 2.20522)
H (4.74334, 2.08720, -0.25657)
H (3.96623, 1.57461, 1.18223)
C (-0.16810, 0.77476, -7.04334)
C (-0.17208, -0.18802, -6.03915)
C (-0.45724, 0.21828, -4.75338)
C (-0.85192, 1.51953, -4.51179)
C (-0.90446, 2.44594, -5.54108)
C (-0.56570, 2.08934, -6.82917)
N (-1.25449, 1.94519, -3.19740)
O (-1.48414, 1.07824, -2.35807)
O (-1.25958, 3.12197, -2.94899)
H (0.08374, 0.47426, -8.05533)
H (0.27941, -1.13918, -6.27849)
H (-0.31281, -0.46354, -3.92411)
H (-1.19098, 3.46996, -5.34016)
H (-0.55524, 2.79780, -7.64162)
C (1.55567, 6.95536, -0.02467)
C (0.44589, 7.19856, 0.77335)
C (-0.50123, 6.21199, 0.93350)
C (-0.39061, 5.02859, 0.22695)
C (0.67280, 4.79473, -0.62368)
C (1.64283, 5.76662, -0.73482)
N (-1.47176, 4.05824, 0.30662)
O (-1.24415, 2.95714, -0.17876)
O (-2.46551, 4.33878, 0.93316)
H (2.29353, 7.73171, -0.17575)
H (0.31681, 8.14485, 1.27851)
H (-1.33981, 6.32299, 1.60743)
H (0.68174, 3.90735, -1.23598)
H (2.51865, 5.58267, -1.34538)
C (5.98062, -2.03661, 2.47021)
C (4.67873, -2.34007, 2.10389)
C (4.43921, -3.36649, 1.20665)
C (5.50737, -4.08500, 0.70392)
C (6.81151, -3.73471, 1.01062)
C (7.05353, -2.68665, 1.87659)
N (5.27901, -5.18209, -0.21785)
O (6.21669, -5.65517, -0.81148)
O (4.13060, -5.53383, -0.38814)
H (6.11743, -1.26679, 3.22120)
H (3.82288, -1.79304, 2.47389)
H (3.42778, -3.67676, 0.99048)
H (7.64614, -4.22555, 0.53115)
H (8.06949, -2.45970, 2.16715)
C (-6.54321, 2.51085, 4.52612)
C (-6.34162, 2.51612, 3.15527)
C (-5.09069, 2.23909, 2.63947)
C (-4.06190, 1.90372, 3.51075)
C (-4.24015, 1.97762, 4.87364)
C (-5.49482, 2.26522, 5.40147)
N (-2.73680, 1.58641, 2.97476)
O (-1.84478, 1.35084, 3.75617)
O (-2.61820, 1.56840, 1.75504)
H (-7.52239, 2.74575, 4.92867)
H (-7.14372, 2.71702, 2.45889)
H (-4.93955, 2.18461, 1.57045)
H (-3.46253, 1.79762, 5.60248)
H (-5.55150, 2.38271, 6.47301)

Here are the Löwdin charges for atoms 1 to 5, given in e:
1. Cu 0.742
2. C -0.645
3. F 0.190
4. F 0.134
5. F 0.139

(2)
Formula: C36H36F3N4OP2SW
Source: the Open Molecules 2025 dataset
Level of theory: ωB97M-V/def2-TZVPD

## Properties
- Energy above the lowest of the compared OMol25 structures with the same formula, charge and spin: 109.6 kcal/mol
- Gap between HOMO and LUMO (spin up / spin down): 5.6 / 4.7 eV
- Lowest unoccupied orbital energy (spin up / spin down): -0.371 / -0.399 Ha
- Multiplicity: 3
- Charge: +3

Geometry (Å):
W (-0.26311, -0.59437, 0.01087)
F (-6.14975, 0.05883, -2.24375)
C (-5.09855, -0.48031, -1.63707)
F (-5.43677, -0.72557, -0.35839)
F (-4.83431, -1.66773, -2.21094)
C (-3.88741, 0.42094, -1.72668)
C (-4.06390, 1.74956, -1.94590)
C (-3.10159, 2.80187, -2.11228)
C (-1.81129, 2.59871, -2.43704)
N (-1.44368, 0.42346, -1.40202)
C (-2.63226, -0.12169, -1.30300)
S (-2.45975, -1.50393, -0.25021)
H (-5.09935, 2.06156, -2.04107)
H (-3.47710, 3.80990, -2.20565)
H (-1.21840, 3.40033, -2.86765)
N (-1.13204, 1.41410, -2.33187)
P (0.76186, -1.53229, -2.05213)
C (0.22048, -1.39254, -3.71164)
C (0.79219, -0.48797, -4.63212)
C (0.30992, -0.44056, -5.92393)
C (-0.72077, -1.29849, -6.31359)
C (-1.29108, -2.19289, -5.41430)
C (-0.82933, -2.24079, -4.11160)
C (2.36623, -0.81334, -1.83900)
C (3.43639, -0.90587, -2.73876)
C (4.64879, -0.30926, -2.42623)
C (4.80429, 0.38781, -1.23270)
C (3.75364, 0.49069, -0.32033)
C (2.56031, -0.12886, -0.62212)
P (-0.76603, 1.32979, 1.31148)
C (-0.48341, 2.96645, 0.73581)
C (-1.39406, 3.98969, 1.05273)
C (-1.18286, 5.26840, 0.57066)
C (-0.07284, 5.53832, -0.22381)
C (0.82603, 4.52722, -0.55610)
C (0.62083, 3.24368, -0.08426)
C (-1.63944, 1.33099, 2.83123)
C (-2.58186, 0.31577, 3.07120)
C (-3.28513, 0.30138, 4.26169)
C (-3.03760, 1.27681, 5.22116)
C (-2.09116, 2.27467, 4.99842)
C (-1.38887, 2.31063, 3.81014)
H (-0.47835, 1.12352, -3.04348)
H (1.60060, 0.16820, -4.33253)
H (0.73495, 0.25394, -6.63676)
H (-1.08137, -1.26714, -7.33405)
H (-2.08815, -2.85140, -5.73218)
H (-1.27222, -2.93569, -3.40697)
H (3.32502, -1.45152, -3.66798)
H (5.47943, -0.38569, -3.11511)
H (5.75398, 0.85379, -1.00256)
H (3.88118, 1.03705, 0.60518)
H (1.76922, -0.02447, 0.13941)
H (-2.26775, 3.78199, 1.65672)
H (-1.88131, 6.05754, 0.81641)
H (0.09473, 6.54530, -0.58495)
H (1.69056, 4.74933, -1.16749)
H (1.33285, 2.46441, -0.33225)
H (-2.78923, -0.43159, 2.31616)
H (-4.03084, -0.46100, 4.44164)
H (-3.58660, 1.26042, 6.15420)
H (-1.90575, 3.02361, 5.75640)
H (-0.64703, 3.08121, 3.64476)
C (2.02983, -4.05385, 0.24458)
N (2.20331, -3.48715, 1.58368)
C (3.23284, -4.13311, 2.42622)
C (2.91390, -3.93160, 3.88666)
C (2.70066, -2.45654, 4.13380)
N (1.64682, -1.94243, 3.22726)
C (0.72516, -0.96357, 3.79258)
C (1.48466, -2.46216, 2.01806)
O (0.58342, -1.96460, 1.19764)
H (2.83828, -3.73278, -0.41413)
H (1.07126, -3.76764, -0.17122)
H (2.05662, -5.13763, 0.32914)
H (4.20877, -3.71381, 2.17249)
H (3.24544, -5.18747, 2.16089)
H (3.73410, -4.30228, 4.49866)
H (2.01589, -4.48959, 4.15847)
H (3.61792, -1.88755, 3.97029)
H (2.36917, -2.26409, 5.15103)
H (1.18001, 0.02719, 3.82966)
H (0.47413, -1.27032, 4.80629)
H (-0.19339, -0.92595, 3.22415)

Here are the Löwdin charges for atoms 1 to 5, given in e:
1. W 1.007
2. F 0.181
3. C -0.621
4. F 0.140
5. F 0.138

(3)
Formula: C36H36NO8PS
Source: the Open Molecules 2025 dataset
Level of theory: ωB97M-V/def2-TZVPD

## Properties
- Energy above the lowest of the compared OMol25 structures with the same formula, charge and spin: 0.0 kcal/mol
- Gap between HOMO and LUMO: 8.2 eV
- Lowest unoccupied orbital energy: -0.034 Ha

Geometry (Å):
C (4.44285, -2.74157, 3.36211)
O (3.28255, -2.13979, 2.81253)
C (3.58299, -0.82529, 2.33873)
C (2.93474, 0.28260, 3.20468)
C (1.39525, 0.38149, 3.04187)
C (0.64497, -0.81863, 3.69457)
C (-0.82707, -0.33842, 3.98972)
C (-1.68706, -1.61581, 4.19943)
C (-3.04967, -1.36942, 4.88018)
O (-3.96811, -0.95927, 3.81721)
S (-5.41265, -1.77359, 4.00698)
O (-6.42266, -0.83579, 3.46675)
O (-5.35184, -3.08269, 2.94557)
P (-5.14477, -2.57060, 1.31359)
N (-3.57992, -2.37570, 1.06562)
H (5.15225, -3.04072, 2.56336)
H (4.95615, -2.06678, 4.06991)
H (4.15132, -3.67201, 3.87304)
H (3.33334, -0.72074, 1.26775)
H (4.68168, -0.70451, 2.42242)
H (3.15084, 0.03086, 4.26145)
H (3.43272, 1.24499, 2.99045)
H (1.09738, 0.52236, 1.98873)
H (1.07728, 1.28229, 3.60324)
H (0.61024, -1.71513, 3.06219)
H (1.10423, -0.99548, 4.68120)
H (-0.80186, 0.28769, 4.89994)
H (-1.17604, 0.30352, 3.16525)
H (-1.89850, -2.10261, 3.22914)
H (-1.05663, -2.32929, 4.76359)
H (-3.43477, -2.32865, 5.27736)
H (-3.04910, -0.57799, 5.64348)
H (-5.60664, -3.59677, 0.45747)
H (-5.91054, -1.40695, 1.05513)
H (-3.40897, -1.41307, 0.78259)
C (7.06037, -0.33256, -6.48110)
C (7.53958, 0.28153, -5.32747)
C (6.94081, 0.02578, -4.10311)
C (5.85150, -0.83751, -4.02893)
C (5.35651, -1.43503, -5.18920)
C (5.97131, -1.18831, -6.41361)
C (4.16637, -2.32057, -5.13530)
O (3.73780, -2.84444, -6.14530)
C (3.50632, -2.54640, -3.82612)
C (2.35595, -3.32831, -3.76380)
C (1.73822, -3.55657, -2.54277)
C (2.27124, -3.01275, -1.37743)
C (3.41344, -2.22907, -1.43566)
C (4.02915, -1.98574, -2.65984)
C (5.23025, -1.11730, -2.71080)
O (5.69447, -0.63917, -1.69307)
H (7.53461, -0.13862, -7.43488)
H (8.38239, 0.95873, -5.38395)
H (7.31806, 0.50003, -3.20690)
H (5.59724, -1.66042, -7.31222)
H (1.94112, -3.75510, -4.66724)
H (0.84100, -4.16067, -2.49732)
H (1.79268, -3.19713, -0.42349)
H (3.82259, -1.80534, -0.52951)
C (-3.31849, 5.03411, -4.06747)
C (-2.25563, 5.49898, -3.29823)
C (-2.14924, 5.13281, -1.96491)
C (-3.11296, 4.30836, -1.39145)
C (-4.19111, 3.86132, -2.15673)
C (-4.28478, 4.21785, -3.49920)
C (-5.25272, 3.02073, -1.54876)
O (-6.18987, 2.62717, -2.21683)
C (-5.15155, 2.67739, -0.10934)
C (-6.16642, 1.93669, 0.49230)
C (-6.07616, 1.59786, 1.83497)
C (-4.96770, 1.98948, 2.58010)
C (-3.95722, 2.73170, 1.98797)
C (-4.04994, 3.08594, 0.64408)
C (-2.97884, 3.90868, 0.03148)
O (-2.01128, 4.25408, 0.68262)
H (-3.39523, 5.31376, -5.11061)
H (-1.50862, 6.14597, -3.74044)
H (-1.31953, 5.49092, -1.37015)
H (-5.11285, 3.86191, -4.09750)
H (-7.02739, 1.62763, -0.08594)
H (-6.86513, 1.02771, 2.30022)
H (-4.89538, 1.71685, 3.62475)
H (-3.09886, 3.03851, 2.57091)

Here are the Löwdin charges for atoms 1 to 5, given in e:
1. C -0.120
2. O -0.210
3. C -0.231
4. C -0.174
5. C -0.207